63
Properties=species:S:1:pos:R:3:forces:R:3 method="wB97M-V/def2-TZVPD" multiplicity=1 smiles="CCn1cc(C(=O)N2CCN(c3ccc(C(C)=O)cc3)CC2)c2cc(OC)c(OC)cc2c1=O" e_above_lowest_kcal_mol=26.66
C 0.555474 2.878977 -0.202408 -0.2 0.1 0.0
H -0.290348 -5.316781 0.097194 0.0 0.0 0.1
H 1.019924 -4.426160 -1.993318 0.0 0.1 -0.1
H -3.471052 2.386770 -0.703623 0.1 0.1 0.0
C -2.522277 -2.672662 -0.107832 0.0 0.0 0.1
C -0.130477 0.543763 1.146099 -0.3 0.1 0.2
C -4.446231 0.504499 -0.589868 -0.1 0.3 -0.1
N 1.850105 -2.771296 0.298755 0.1 -0.2 0.0
C -3.503829 -1.713045 -0.070719 0.0 0.2 -0.1
H 5.481757 0.320896 -1.289080 -0.1 0.1 0.0
H 4.130016 -0.917875 0.169262 0.1 -0.1 0.0
O -1.703383 3.666989 0.212771 0.1 -0.4 0.2
C -0.088425 -4.259303 0.309562 0.0 -0.2 0.1
H -4.428566 -1.896632 0.456850 -0.1 0.0 0.0
C 5.115434 1.227905 -0.800191 0.5 0.2 -0.1
C -1.047572 1.565721 1.042521 0.1 0.1 0.0
H -3.637405 0.760142 2.814855 0.1 -0.1 0.0
H -3.963635 1.744984 -2.283013 0.1 0.0 -0.1
C -1.323841 -2.447889 -0.802155 -0.3 0.2 -0.1
C 2.116797 -0.396537 0.618239 0.6 0.1 0.1
H -2.336059 5.462464 -0.393328 0.1 0.0 0.0
C 1.752082 -1.732698 1.174233 0.3 0.0 -0.2
H -1.989360 0.679723 -1.914060 0.0 0.1 -0.1
C -4.251393 1.849384 -1.240025 -0.3 0.0 0.1
C 1.391978 -4.078634 0.718833 0.0 -0.1 0.2
H -0.373058 -0.356869 1.684213 -0.1 -0.1 0.1
H -5.177291 2.414973 -1.171680 0.0 0.0 0.0
H 5.624231 2.493136 0.865316 0.0 0.1 0.1
C 5.980351 1.574127 0.406898 -0.1 0.0 -0.2
C -1.177498 -1.221479 -1.462190 0.2 -0.2 -0.1
O -5.457526 0.240068 0.028783 0.0 0.0 0.0
C -1.416493 4.881461 -0.439038 0.1 0.2 -0.1
C 3.360788 -0.158885 0.136870 -0.6 -0.4 0.4
H 5.944229 0.778431 1.148430 0.0 -0.1 0.1
H -2.641435 -0.448736 1.974741 0.0 0.1 0.0
C -3.349292 -0.479842 -0.713472 0.2 -0.5 0.1
C 1.936367 -2.643345 -1.138647 0.0 0.1 -0.4
C 2.840496 2.080968 -0.587716 0.1 -0.1 -0.1
H -2.690052 -3.620302 0.380728 0.0 -0.1 0.0
O 3.199030 3.107375 -1.142982 0.0 0.2 0.0
H 1.495368 -4.143627 1.802109 0.0 -0.1 -0.1
N 3.731487 1.027768 -0.411922 -0.1 0.2 -0.1
H 2.029552 -4.832182 0.248745 0.0 0.0 0.0
H 0.431578 -2.920118 -2.702249 0.1 -0.1 0.0
O -2.286963 1.560893 1.581776 0.3 0.3 -0.4
C -2.163973 -0.258971 -1.411910 -0.4 0.0 0.1
C 0.737126 -3.391978 -1.768875 0.1 0.1 0.0
C -2.631362 0.524872 2.472682 -0.1 -0.3 0.2
H -1.945750 0.492660 3.324874 0.0 0.0 0.0
H 0.873005 3.768656 -0.721938 0.0 0.1 0.0
H -0.725016 -3.937561 1.132938 0.0 0.0 -0.1
O 1.416015 -1.901242 2.330970 -0.2 0.1 0.3
C 1.500960 1.853405 -0.065501 -0.3 -0.3 0.2
H 5.124968 2.055054 -1.513883 0.0 -0.2 0.1
N -0.376033 -3.447986 -0.857861 0.1 -0.1 -0.1
H 7.011174 1.716881 0.094825 0.1 0.0 0.0
H 2.879717 -3.075485 -1.495403 -0.1 0.1 -0.1
C 1.146922 0.661778 0.582403 0.2 0.5 -0.2
H -1.139183 4.719312 -1.485569 0.0 0.0 0.0
C -0.708593 2.745339 0.317583 0.0 0.0 0.0
H 1.915934 -1.587066 -1.406353 0.0 -0.2 0.0
H -0.614543 5.427396 0.066472 0.0 0.0 0.0
H -0.272966 -0.996682 -2.005679 0.1 0.0 0.0

63
Properties=species:S:1:pos:R:3:forces:R:3 method="wB97M-V/def2-TZVPD" multiplicity=1 e_above_lowest_kcal_mol=33.80
H 2.477461 4.155001 2.180459 0.0 0.0 0.0
C -2.609525 0.192335 -0.316788 0.6 -0.7 -0.1
C 1.672889 2.847544 -0.055556 -0.2 0.0 -0.1
N 0.921481 -3.133402 -0.394874 -0.2 0.1 0.0
C -4.319712 -0.180166 1.475500 0.1 0.0 -0.1
C -5.882912 -0.379632 -0.482772 0.1 0.1 0.1
C -3.382049 1.301957 -0.879399 -0.5 0.2 0.3
H 5.588798 -0.980561 2.001752 0.0 -0.2 0.2
H -4.231227 2.422494 0.690873 0.0 0.1 0.1
H 1.463443 3.476285 -2.080587 0.0 0.1 -0.1
H 3.125773 -1.859710 -1.563346 0.2 -0.1 0.1
C -5.324315 0.562521 0.585351 0.0 0.0 0.1
H -6.575561 0.153169 -1.129721 -0.1 0.1 -0.1
C 0.171017 1.824599 -1.640500 0.0 0.0 0.1
N 4.125388 -0.600005 0.494180 0.2 0.2 0.0
C 0.374095 -2.058874 -1.113885 -0.3 0.1 -0.1
C -6.474193 1.090262 1.444708 0.3 -0.1 -0.1
H -4.067027 0.442492 2.340234 0.0 0.0 0.1
H 4.273854 -3.014512 -0.865082 0.0 0.0 0.0
H 3.165297 0.504704 -1.066169 -0.2 0.0 -0.2
O -3.064730 1.850838 -1.914140 0.1 -0.1 0.0
N -0.792234 -3.159719 1.199410 -0.5 0.2 0.4
C 4.997243 1.311634 -0.094303 -0.2 -0.1 -0.2
H 1.637409 1.979644 1.917262 0.1 0.0 0.1
C 1.236505 1.953285 0.916100 0.2 0.3 0.2
C -4.592311 1.732930 -0.078611 -0.1 0.0 -0.1
H -5.260819 2.290764 -0.736465 0.0 0.0 0.0
H 3.594591 -2.367300 1.415719 -0.1 0.1 0.0
H -5.084829 -0.784208 -1.100355 0.0 -0.1 -0.1
H -7.196963 1.617571 0.827126 -0.1 0.1 -0.1
H 0.539413 -0.936705 -2.669571 -0.2 0.1 0.2
H -6.415140 -1.207540 -0.019599 -0.1 -0.1 0.0
H -4.745358 -1.109882 1.858129 0.0 0.0 0.0
C 5.224806 -0.325678 1.234694 0.1 -0.1 0.2
C 3.972979 0.452368 -0.366094 0.0 0.2 -0.2
C -0.264103 0.924992 -0.674880 0.0 0.0 -0.1
C 1.122271 2.773976 -1.336942 0.2 0.1 0.2
C -3.054948 -0.500353 0.744757 -0.3 0.5 -0.4
H -6.984602 0.268933 1.942414 -0.1 -0.1 0.1
H -6.107994 1.777554 2.204123 0.0 0.1 0.1
H -1.462117 -0.154507 -2.080840 0.0 0.0 0.1
N 5.767650 0.814080 0.909213 0.5 0.1 0.3
H 2.246946 -1.402705 0.771133 0.1 0.0 0.1
H -0.252553 1.789657 -2.632877 -0.1 0.0 -0.1
C -1.317911 -2.044626 0.616356 0.8 -0.3 -0.6
C -0.795372 -1.465186 -0.494334 -0.5 0.1 0.3
H 3.765428 3.022580 1.665125 0.0 0.0 0.0
C 3.267769 -1.750533 0.573233 -0.3 -0.4 -0.2
C 3.297243 -2.547033 -0.735135 -0.1 0.0 0.2
N 0.967444 -1.717737 -2.188249 0.1 0.0 -0.3
C 0.296425 -3.615489 0.691941 -0.2 -0.1 0.2
H -0.056919 0.326116 1.372105 0.0 -0.1 0.1
H 5.226885 2.251570 -0.553911 0.0 0.2 -0.2
C -1.299307 -0.139244 -0.995743 0.0 0.0 0.1
O 2.606184 3.815256 0.136072 -0.2 -0.1 -0.3
H 2.471073 -4.474604 -0.152321 -0.1 0.0 0.0
C 0.274903 1.008939 0.600426 -0.1 0.0 -0.2
H 0.754739 -4.463918 1.183137 0.2 -0.1 -0.1
O -2.414510 -1.576422 1.269767 0.1 -0.1 0.1
C 3.213226 3.929789 1.401358 0.1 0.0 0.3
C 2.218162 -3.633832 -0.801637 0.6 0.0 -0.3
H 3.911774 4.760467 1.317074 0.0 -0.1 0.1
H 2.144059 -3.977283 -1.836563 0.0 -0.1 0.1

66
Properties=species:S:1:pos:R:3:forces:R:3 method="wB97M-V/def2-TZVPD" multiplicity=1 smiles="CCOC(=O)c1c(NC(=O)CSc2nnc(-c3c[nH]c4ccccc34)n2CCOC)sc2c1CCCC2"
C 2.034333 -0.142572 -3.682747 -0.2 -0.2 0.3
C -5.104226 -0.370979 -1.817345 -0.2 0.1 0.0
C 3.659877 0.083285 1.237282 0.1 0.2 -0.3
C 1.692224 -5.011596 3.143518 0.0 -0.1 0.1
N -4.130875 3.010453 -0.706134 -0.3 0.3 0.0
H 1.173520 5.049130 1.123350 -0.1 0.0 0.0
H 1.688478 0.145166 -4.671017 0.0 0.0 -0.1
C -0.637294 2.060193 -0.401455 0.4 0.1 0.1
C 0.803840 -2.348100 -1.066597 -0.1 -0.1 0.0
O -0.702955 5.532693 0.401805 -0.1 -0.4 0.1
H -2.541461 4.295573 -0.115593 0.0 0.2 0.1
H -1.754376 -0.644328 -1.298928 0.1 -0.1 0.0
H -5.936536 -0.983315 -2.131467 -0.1 0.0 0.0
H 2.573612 -5.655267 3.051112 0.0 0.0 0.1
O 4.118198 -0.320991 2.288147 0.2 0.3 0.1
H -0.514691 -6.839725 1.216987 0.0 -0.1 0.0
C -3.828424 -0.937425 -1.748035 0.2 -0.1 0.0
S 2.757579 2.672661 1.297473 0.3 0.1 0.2
H 0.071999 -0.602821 -2.908498 0.1 -0.1 0.0
C -2.837233 3.303932 -0.398524 0.4 -0.1 0.0
N 0.133151 1.302670 -1.137069 -1.0 -0.1 -0.5
H 0.449975 -6.744898 3.469919 0.0 0.0 0.1
H -6.308297 1.388257 -1.534979 -0.1 0.0 0.0
C 1.784727 -3.900667 2.154560 0.1 0.4 -0.3
C 1.383552 2.221159 0.331410 0.0 0.0 -0.2
H 2.118391 0.744041 -3.061607 0.1 0.1 0.0
H -3.697523 -1.976829 -2.006941 0.0 -0.1 0.0
C 0.113229 4.992277 1.413260 0.0 -0.1 0.2
H 0.890675 -1.995449 -3.661973 0.0 0.1 0.1
C 1.037995 -1.095994 -3.053090 -0.3 0.1 -0.5
H 4.932373 1.801811 1.054691 -0.1 -0.1 0.0
C 3.971516 1.456620 0.676106 -0.4 0.2 0.1
H 0.229344 3.188500 2.564688 -0.2 0.0 -0.1
C -2.056311 2.189485 -0.577184 -0.5 0.3 0.1
N 0.120200 2.677523 0.571439 0.4 -0.6 -0.6
C -2.734469 -0.199605 -1.354896 0.0 -0.1 0.0
H 0.215427 -5.081303 -0.490730 -0.1 0.0 0.0
C 1.090696 -3.827546 0.990236 0.0 0.0 0.2
S 2.839583 -2.534450 2.390466 -0.5 -0.6 -0.1
C -2.925989 1.141021 -1.029449 -0.4 0.2 0.0
H -0.899361 -4.494725 0.726536 0.0 -0.1 -0.1
H -1.029378 7.153050 -0.738634 0.1 0.1 0.0
N 2.813955 -0.644318 0.472067 0.1 0.0 -0.3
H 3.010005 -0.614703 -3.768304 0.1 0.0 -0.1
H -0.448669 -5.250218 3.182580 -0.1 0.0 0.1
C -0.344655 6.845095 0.048600 0.1 0.1 0.0
H 2.384542 -0.233007 -0.364428 0.3 0.0 0.3
H 0.684959 6.887054 -0.324919 0.0 0.0 0.0
C -4.221724 1.699958 -1.093023 0.3 -0.5 -0.1
C 0.426320 -5.827886 2.878543 0.2 -0.1 -0.1
H -1.355516 3.450124 1.774633 0.1 0.0 0.1
H -0.015862 5.557175 2.349212 0.0 -0.1 -0.1
C 2.338039 -1.869012 0.879075 -0.1 -0.3 0.2
C -0.273474 3.532210 1.654394 0.0 0.7 0.3
O -0.228997 -2.821742 -1.481947 0.0 0.1 0.0
C 0.317792 -6.156180 1.391652 -0.2 0.2 0.1
H -4.894333 3.665096 -0.684821 0.1 -0.1 0.0
N 1.394607 1.405831 -0.690062 0.7 0.5 0.5
C 1.405421 -2.654499 0.234095 0.3 0.2 0.2
H 3.936273 1.482652 -0.410976 0.1 0.0 0.0
H 1.235246 -6.652332 1.067972 0.0 -0.1 0.0
C -5.321913 0.950187 -1.488656 -0.1 0.0 0.0
H 1.688942 -4.611788 4.159975 0.0 -0.1 0.0
C 0.112953 -4.880639 0.576545 0.0 -0.2 0.0
O 1.548900 -1.484133 -1.776983 0.2 0.0 0.1
H -0.437904 7.524159 0.904681 0.0 0.0 0.0

Computed values of energy (unit: hartree) for the preceding records, in sequence: -1548.66317, -1507.68991, -2379.34303.
Computed values of frontier orbital gap (unit: eV) for the preceding records, in sequence: 8.2920, 8.4936, 7.9831.